# 1
The following is a quantum chemistry calculation of a cluster of 13 separate species, C99H213N11O13 in total at a distorted geometry, from OMol25.

The geometry in XYZ format:
```
336
Properties=species:S:1:pos:R:3:lowdin_charge:R:1
H 3.9680 -4.9613 -1.5189 0.0519
H -4.8561 1.9464 1.4738 0.0951
C -5.5558 3.1058 -0.0893 -0.4953
H -2.7928 3.4349 5.9953 0.1155
H 6.5422 2.5699 -6.2621 0.0724
H -6.8875 -0.7914 -0.3460 0.0860
C -2.9863 6.1365 2.5774 -0.0192
H 0.9252 8.5835 -0.7995 0.0409
H 0.9489 -7.3513 -1.6379 0.1013
C -0.9107 5.0306 6.6655 -0.0220
H 2.4604 0.4520 6.4510 0.0786
C 3.3041 -2.9274 3.4138 -0.2262
C -6.8523 2.6475 0.6246 -0.0291
H -5.6409 6.4929 3.7186 0.0773
H 2.2618 1.7993 -4.4150 0.0688
H 3.4893 7.5631 1.5495 0.0939
H -0.7322 1.8706 7.5943 0.0915
C 4.6308 -4.8455 2.5895 -0.4419
C -1.4755 4.8359 5.2156 -0.4514
C -2.9222 3.2886 3.8614 -0.1788
H -3.5841 -4.5980 -2.1414 0.0885
H -0.5408 -4.6403 1.1232 0.0579
H -3.6389 -3.3547 2.4207 0.0772
H -3.9729 -1.0633 -4.4563 0.0803
C -0.9205 -0.8875 8.2935 -0.1227
H 3.3950 -0.9428 10.4928 0.0958
C 0.3207 -1.0654 6.0766 -0.0423
H 3.4838 -6.4386 1.6101 0.0948
H -2.4668 7.6613 5.6937 0.1224
H -3.9040 1.6104 0.0882 0.0528
C -4.7868 6.6262 4.3753 -0.0223
C 3.6175 0.1000 -4.1822 -0.1040
C 6.6130 2.9176 -5.2470 -0.0325
H -0.7349 -1.6820 -6.4002 0.1161
H 1.9321 -0.3821 2.0889 0.0802
C -7.1879 -3.2047 -2.8746 -0.1376
H -3.4999 4.7992 -0.6243 0.0720
H 1.8985 -7.7125 -3.9059 0.0915
C 0.9319 -4.9265 -4.6818 -0.5154
H -3.4075 1.8719 -2.6153 0.0858
H -1.4601 -8.9708 3.8084 0.0959
H -6.4907 3.1169 -3.9581 0.0899
O 6.4966 -4.3859 1.0593 -0.0326
H -0.0472 -4.8610 -1.5100 0.1338
H -0.5247 -5.1476 -6.3230 0.0767
H -5.0965 2.2324 -4.4009 0.0784
H -0.1053 -8.4630 4.8914 0.0766
H -4.7496 4.2687 3.0741 0.0896
H -0.4313 3.6088 -6.1325 0.0739
H 2.9954 -4.9040 3.9882 0.0887
C 1.8340 -6.7031 -1.4717 -0.0431
O 1.3338 1.9701 0.8030 -0.0266
H 6.8426 2.9219 -2.5806 0.0766
C 6.5956 -1.5713 1.8268 -0.0144
H 2.1494 0.2684 -1.1037 0.0772
H -4.7119 -0.2346 -1.5502 0.0479
H 3.5804 5.1472 -2.7131 0.0752
H -1.4170 0.8257 -9.3480 0.0737
C -3.4978 -4.3945 2.6607 -0.0607
H 6.4852 3.9940 -5.3940 0.0793
H 2.4619 -3.4743 -4.7656 0.0452
H -1.6650 4.7199 7.3894 0.0738
H 1.3889 -4.0302 -0.8714 0.1133
H 1.3583 -2.5964 10.1372 0.1342
H -4.0985 -4.9708 1.9581 0.0851
H 0.8292 -1.5051 1.2402 0.0587
H -3.2027 2.2872 3.7890 0.0940
H -6.8209 2.9596 1.6527 0.0750
H 2.5572 8.9524 -0.3775 0.0944
C 0.0329 1.9095 -1.7725 -0.0122
H -1.5893 0.8446 6.4198 0.0896
H -0.3273 1.5661 -2.7109 0.0570
C 0.0726 -7.3543 2.2985 -0.0395
C 0.6730 -3.2926 -2.7369 -0.1920
H 4.4976 -1.4216 0.1628 0.0365
H 7.2701 -4.7919 1.4601 0.0960
H -0.2190 -6.6943 1.4743 0.0649
C -1.1079 1.5660 -6.5446 -0.5113
C 0.1370 -5.8858 4.3637 -0.1213
H -3.6321 -7.1100 2.9357 0.1178
H 2.4626 -0.3600 -8.0611 0.0954
C 0.0040 -3.8206 -4.0295 -0.0944
H 4.1739 2.0677 -5.8065 0.1310
H -6.7939 -4.8388 -4.2415 0.1339
H -2.2719 3.5447 2.9773 0.0916
C -3.3729 -1.6909 -3.8173 -0.0311
H 2.0693 1.3645 0.7099 0.0413
H -1.7022 -7.8060 5.1981 0.0637
C 1.7051 0.3816 -7.7806 -0.0155
C -4.8246 3.4585 -2.5575 -0.4565
C -1.1933 -3.9396 3.5916 -0.1250
C 0.0332 0.7606 -0.7845 -0.4490
C -1.6464 -0.8854 0.2376 -0.1766
H -0.2529 -3.0117 -4.7332 0.0821
H -3.7639 6.4866 1.9146 0.0766
H -8.2851 -1.6023 -0.6806 0.0875
H 5.2580 -1.6834 -5.1827 0.0952
C -6.2448 -3.3833 -0.5335 -0.0304
C 0.2017 -4.5049 3.7163 -0.2037
H -1.1148 -2.9485 3.1589 0.0951
O 7.2903 0.6351 -3.7328 -0.0342
H 0.5611 -1.0979 10.3951 0.1000
H -2.2986 0.6391 1.6027 0.1129
H 1.9227 -3.9802 -6.4111 0.0813
H -0.0193 -2.5814 -2.2048 0.1042
C 0.8678 -0.7054 1.9936 -0.0140
H 3.0274 -0.6201 -3.6154 0.1029
H 2.5362 6.1138 2.3436 0.0731
C 0.0065 2.6626 -6.4288 0.0039
H -2.2233 0.1577 -5.5166 0.1252
C 2.5242 7.0879 1.8460 -0.0271
H 5.7210 4.1922 -3.1132 0.0770
H 3.5529 0.3914 9.3252 0.0573
C 5.8307 3.1326 -2.9425 -0.0220
C 2.8721 -0.2021 9.8678 -0.0364
H 1.1624 -7.3789 2.4382 0.0871
H -5.0388 6.4411 5.4080 0.0765
H 6.5516 -1.6673 -3.9219 0.0979
C -6.5207 -2.4487 -1.7274 -0.4949
H 3.0081 -4.9173 -5.4843 0.0967
H 1.6236 -2.7747 -2.9382 0.0920
C -0.3168 -2.1703 8.8778 -0.1904
H 6.2483 -5.7780 3.8023 0.0801
H -6.4268 5.1572 -0.0830 0.1216
H 0.5040 2.7656 -7.4183 0.0842
N -0.8775 0.6533 -7.6502 -0.0940
H 4.1814 2.1074 1.2508 0.0400
H 5.2010 -1.9414 3.9036 0.1152
H -5.9432 5.3215 -2.1217 0.1159
H 1.0938 -0.5742 5.4601 0.0824
H -5.7034 -2.8812 0.2720 0.0834
C 5.6232 2.2674 -4.2174 -0.5039
C -7.3827 -1.3195 -1.1847 -0.0317
C 0.3207 -0.2463 -7.6115 -0.4736
H 4.4405 0.7896 -1.7460 0.0728
H -0.1920 6.0455 3.9453 0.0638
H -1.5163 1.4385 -4.3788 0.1139
H -1.6768 -3.8326 4.5828 0.1275
C -3.5823 5.7443 3.9194 -0.5060
H -1.8878 -0.6797 2.4596 0.1187
C 4.1773 2.3876 -4.7430 -0.1491
H 3.3684 -3.8583 -2.8441 0.0749
H -0.2446 -8.3715 1.9850 0.0962
H -2.7374 3.4140 -3.2651 0.1020
C -0.6625 -6.9092 3.4899 -0.5011
C 2.5925 4.8019 -2.4123 -0.0527
H 1.2098 9.2493 0.8277 0.0955
H -0.9939 -4.2727 -3.8708 0.1089
H -4.4545 6.3296 -0.6228 0.1185
H -4.4038 -4.1571 -4.6406 0.1370
C 5.4510 -1.5614 -4.0988 -0.0108
H -0.9787 -1.4638 -8.8085 0.0878
C -4.0734 4.3130 3.9089 -0.1242
H -6.9191 1.5690 0.5394 0.0663
C -5.3937 3.1949 -3.9473 -0.0363
O 3.6937 6.8715 -0.7409 -0.0445
H 5.0740 -2.9693 -0.1825 0.0686
H 3.5654 -1.1275 7.4177 0.0644
C -6.2349 -4.2399 -3.4705 -0.1935
H -5.6491 -4.2478 -0.6873 0.0508
H 0.8232 -1.1838 2.9913 0.0684
H -7.2063 -3.7545 -0.2092 0.0869
C 0.3959 5.3700 -1.4888 -0.1381
H 3.8881 3.4728 -4.6676 0.1327
H -1.3189 2.7985 5.1768 0.0937
H 2.6364 -7.3992 -1.6699 0.0749
H 0.7604 -6.3101 -6.2900 0.0804
C 5.4091 -6.0476 3.1809 -0.0503
H 2.7185 7.6987 -2.6727 0.0792
N -2.0011 -6.2489 3.1823 -0.0949
H 0.6954 -4.5202 2.7458 0.0965
C -4.4409 5.2663 -0.8465 -0.2121
H 4.3576 6.3612 -0.2396 0.1147
H -1.4249 -0.4533 -1.8475 0.1086
H -3.5965 3.1336 0.9099 0.0958
H 0.5768 4.4222 -0.9359 0.1072
H -0.2110 -2.9626 8.1727 0.0895
H -0.9737 -2.6638 9.6442 0.1266
C -2.1876 3.4999 5.1228 -0.1765
C -0.3255 4.9916 4.1569 -0.0181
C 2.1099 -4.2699 -5.3807 -0.0241
C -0.1526 -0.1844 -5.0230 -0.1768
H -1.7990 -1.1892 7.6697 0.1294
H -2.7250 -2.3070 -4.4770 0.0906
N 1.3127 -5.8931 -3.6896 -0.0717
H 3.1140 4.8453 0.5800 -0.0043
H -7.5626 -2.4192 -3.5372 0.1236
H 0.8852 7.7699 -2.6624 0.0735
H 6.3810 -0.5024 1.8489 0.0634
H -2.3381 -3.4575 -2.3140 0.0443
H 1.6272 1.1326 -8.5486 0.0751
H -2.4038 2.9759 -7.5833 0.0539
O -0.8543 1.3862 -8.8695 0.0006
H 0.6596 -2.0642 6.3585 0.0569
C 1.1551 -0.1845 -1.1289 -0.0201
H -7.5038 -0.5752 -1.9135 0.0549
C 3.2276 1.5571 -4.0211 -0.2261
H 0.7878 1.7486 3.2772 0.0759
C 4.5578 -2.4125 0.5620 -0.0125
H -0.1266 5.1163 -2.4182 0.1262
C -1.6352 -4.6607 1.1642 -0.0379
H -0.5175 4.4610 3.2131 0.0521
C -1.5175 -0.1571 1.5618 -0.1356
N -5.7684 2.8540 -1.5345 -0.0549
C -4.4005 2.4267 0.5851 -0.0231
H -0.3023 7.1839 1.3957 0.1145
O 4.0246 1.1472 1.0862 -0.0615
H 0.7307 0.4378 -4.8263 0.0853
H -1.3987 5.8139 -0.4336 0.0800
H -2.3373 6.9895 2.7008 0.0695
H -0.6736 -6.3533 -5.1653 0.0890
C 0.2817 6.5364 0.7209 -0.1061
H 4.3679 -4.1708 4.7037 0.1555
C 0.9238 -1.7107 9.6039 -0.1581
H 1.0398 2.2981 -1.8689 0.0711
H -0.6639 2.5878 -1.3262 0.0691
C 1.8995 -5.4775 -2.3613 -0.4651
H -0.3683 -0.8782 -4.2120 0.0868
H 5.2437 2.7253 -2.1135 0.0678
C -5.0995 -3.5096 -4.0574 -0.1570
C -2.0797 -4.7964 2.6169 -0.4816
C 0.0885 -5.7436 -5.6538 -0.0402
N 2.4490 6.2510 -0.4617 -0.1067
H 7.3417 0.8470 -2.7814 0.0780
H 3.4013 -2.6015 8.4672 0.0832
N 1.2624 0.1391 8.0232 -0.0704
H 0.8248 2.3721 -5.7104 0.0649
O 2.2154 -6.8857 -4.2710 -0.0276
H 2.0582 7.7371 2.6062 0.0862
N 5.7602 -3.8971 2.2431 -0.0510
O 3.5475 4.0560 0.9683 -0.0803
H 0.9289 -1.7196 -6.1101 0.0933
H -2.1568 0.8920 -0.9376 0.0867
N -2.5654 5.8779 5.0011 -0.0818
H 2.2681 -2.3025 7.1381 0.0541
C 0.0804 -1.2944 -8.6737 -0.0455
O -5.7474 1.4514 -1.6660 -0.0569
H 0.6564 4.6314 4.5464 0.0951
H 4.1731 -1.0165 2.9930 0.1043
H 2.1401 4.4259 -3.3085 0.0787
H -4.6027 4.1738 4.8561 0.1255
C 2.0133 -0.9278 8.8315 -0.4586
H -1.9652 -5.6115 0.6309 0.1114
C 0.1336 -1.0147 -6.2650 -0.1308
C -1.4169 0.1006 -0.8701 -0.0944
C -3.3915 -3.5187 -2.0829 0.0021
C -4.9120 5.0120 -2.2215 -0.1284
H -8.0859 -3.6196 -2.4114 0.1209
H 7.6389 2.8086 -4.8693 0.0797
H 2.7931 3.9872 -1.7522 0.0648
H 4.9502 0.8584 1.0308 0.0361
C -0.4415 6.2626 -0.6411 -0.1740
H 1.9925 -6.4857 -0.4041 0.0640
H -2.0115 -3.8017 0.6297 0.0549
H -2.6470 2.8564 -5.8599 0.0731
H -0.6996 7.2422 -1.1126 0.1161
C -3.3861 2.9764 -2.4607 -0.0355
C 3.7959 -4.2621 3.7236 -0.1689
H -6.0212 -4.9061 -2.6490 0.0965
C 1.8287 5.9572 -1.7935 -0.4446
H -0.0130 4.4026 6.8334 0.0827
C 3.7625 -5.3681 1.3722 -0.0171
H 3.6012 -0.0969 -5.2745 0.1207
H 0.5172 -2.2628 -8.5057 0.0787
H -2.9289 3.2206 -1.4963 0.0565
C -2.4526 2.2972 -6.7921 -0.0307
H -2.7295 -1.1062 -3.2104 0.0396
C 0.9505 -4.4218 -1.8022 -0.1597
H -6.5576 1.1281 -2.0397 0.0799
C -1.2955 0.7706 -5.2644 -0.1459
H -0.5216 -1.2018 5.3983 0.0862
C 3.3825 -4.9289 -2.4280 0.0104
H 5.8491 -6.5855 2.3928 0.0522
H 4.7633 -6.7918 3.7108 0.1007
H -0.6708 6.1110 6.8199 0.0867
H 2.0976 0.8673 -6.8815 0.0565
C 2.9081 -1.8252 7.8933 -0.0069
H 1.2012 -1.1575 -0.6506 0.0635
C 5.0425 -0.1733 -3.5869 -0.4944
H 2.2738 0.4841 10.4619 0.0882
H -5.0514 3.9335 -4.6572 0.0759
C -5.4847 4.6323 0.1018 -0.1311
H -5.2355 4.9702 1.1196 0.0919
O 2.2371 0.8923 7.2892 -0.0369
C 4.9822 -0.1078 -2.0847 -0.0259
H -5.6480 -2.9721 -4.7918 0.1084
H 2.6151 -2.9845 2.5414 0.1014
H 2.7647 -2.5295 4.2819 0.1087
C -0.6263 1.0952 6.8480 -0.0491
H -3.5532 -3.0955 -1.0833 0.0575
H 0.4064 5.5724 1.2394 0.1061
H 2.8210 3.4612 1.2412 0.0228
H 0.7144 -3.8119 4.3712 0.0894
N -5.3111 -1.8135 -2.3630 -0.0323
H -3.3103 1.6083 -6.9788 0.1010
H -0.0207 1.6077 6.1227 0.0557
C 0.0339 -0.2094 7.2795 -0.5205
H -2.3342 5.3828 2.1755 0.0630
H 1.1154 -0.4181 -2.2088 0.0728
H -0.8357 -1.5795 0.2608 0.0806
H 1.1207 -6.2943 4.6404 0.1134
C 1.7882 7.1491 -2.8183 -0.0063
N 5.9117 0.8726 -4.1597 -0.0574
C 1.5925 8.5933 0.0352 -0.0260
H -4.4921 7.7109 4.3471 0.0920
H 4.5118 -0.9939 -1.7090 0.0577
H -0.4165 0.8735 3.9569 0.0734
C -4.3006 -2.6542 -3.0542 -0.4481
O -2.0185 7.2103 4.9321 -0.0648
C 1.7138 7.1437 0.5187 -0.4777
H -1.2289 -0.1915 9.1011 0.1346
H 7.1076 -1.7228 0.8777 0.0766
H 1.7532 6.9145 -3.8614 0.0705
C -0.1355 0.4821 1.7493 -0.4364
H 6.0047 -0.0809 -1.7223 0.0869
H -0.4697 -5.6933 5.2926 0.1308
H 3.1822 1.9071 -2.9955 0.0916
H 2.8629 -4.7801 1.1685 0.0554
C 5.3387 -2.5238 1.9189 -0.4434
H 4.2982 -5.3469 0.4130 0.0566
H 3.8673 -5.4881 -3.1988 0.0639
H 4.9408 -2.3562 -3.6336 0.0406
H -7.7844 3.0603 0.1935 0.0966
O -4.5854 -1.1411 -1.2859 -0.0622
H -0.7642 2.2875 2.9280 0.0499
N 0.1762 1.3246 0.5764 -0.1046
C -0.1772 1.3771 2.9997 -0.0175
H 3.5290 -2.6626 0.5959 0.0535
H -3.8803 -4.4378 3.7044 0.1024
O -2.7941 -7.1269 2.4279 -0.0436
C -1.0327 -8.1202 4.4304 -0.0322
H 7.2971 -1.7295 2.6205 0.0727
C 4.4762 -2.0496 3.1214 -0.1334
H -4.3835 5.6495 -2.9268 0.1219
H 0.4880 -0.9876 -9.6261 0.0817
H -2.6790 -1.2224 0.1686 0.0998
```

The energy above the lowest of the compared OMol25 structures with the same formula, charge and spin comes out at 0.0 kcal per mole. As for the HOMO energy: -8.4 eV. Its HOMO-LUMO gap is 8.852 eV. For the largest force on an atom, the calculation gives 3.25 eV Å⁻¹.



# 2
The following is a quantum chemistry calculation of a structure of composition C9H10BiN2 at a distorted geometry, from OMol25.

The geometry in XYZ format:
```
22
Properties=species:S:1:pos:R:3:nbo_charge:R:1
C 1.7612 1.7723 -0.6097 -0.3604
H 1.0263 -2.8582 -1.0842 0.2352
H -2.7066 -1.3111 -1.9211 0.2599
C 0.1022 -2.8007 -0.4976 -0.4607
C -2.0291 -2.1616 -1.8149 -0.4248
H 3.1738 0.1257 -1.2171 0.1959
N -2.1761 0.2753 -0.2474 -1.3839
C 0.1391 1.2207 -2.1697 -0.3501
H -2.8745 0.4428 0.4984 0.3327
H -0.7486 1.2604 -2.7992 0.2114
C 1.2045 0.2819 -2.2886 -0.3706
C 0.0124 0.5510 2.8777 -0.1525
C -0.9952 -2.1582 -0.9769 -0.0353
H -2.2526 -3.0474 -2.4183 0.2039
C 2.2048 0.6171 -1.3243 -0.3748
H -0.0909 3.0387 -0.8620 0.2123
C 0.4823 2.1529 -1.1361 -0.3654
H 2.3316 2.3219 0.1392 0.2086
H 0.1075 -3.3353 0.4603 0.2152
H 1.2699 -0.5124 -3.0317 0.1958
Bi -0.3307 -0.2076 0.5061 1.5421
N 0.1835 0.9135 3.9767 -0.5345
```

As for the HOMO energy: -3.8 eV. Its net charge is -1. Its HOMO-LUMO gap is 6.444 eV. For the largest force on an atom, the calculation gives 4.58 eV Å⁻¹.



# 3
The following is a quantum chemistry calculation of the ion C9H10BrN2O2 with charge +1 at a distorted geometry, from OMol25.

The geometry in XYZ format:
```
24
Properties=species:S:1:pos:R:3:nbo_charge:R:1
C 0.8966 2.0559 -1.1363 0.2250
Br 3.9378 -1.5465 -0.2355 0.1328
O -0.9767 -0.8214 -0.6370 -0.4915
C 1.0373 0.5287 -0.8028 -0.2181
H -2.3172 -0.6838 0.8400 0.2135
C 3.2424 0.1652 0.2152 0.2884
C 3.6500 2.3660 0.7346 -0.1670
H 4.0901 3.2734 1.0136 0.2579
H -2.3579 -3.5577 0.8812 0.2481
H -2.9033 -1.6768 -0.4028 0.2033
H -0.8376 -3.1266 -0.1200 0.2331
C 2.2180 2.5639 0.6466 0.2239
C 4.2040 1.1301 0.7076 -0.2054
C -0.3260 0.0929 0.0284 0.8303
H 0.1539 2.4499 -1.7835 0.2347
C -2.0733 -1.5105 0.1476 -0.0682
H 1.0189 -0.0738 -1.6283 0.2566
H 1.6740 3.0126 1.5403 0.2764
N 2.0739 0.5051 0.0825 -0.4063
H 5.1872 0.9151 0.9859 0.2651
N 1.3774 2.8190 -0.3019 -0.3324
O -0.4933 0.6563 1.0650 -0.5664
C -1.5753 -2.8440 0.6311 -0.6551
H -1.0176 -2.7874 1.6286 0.2213
```

The energy above the lowest of the compared OMol25 structures with the same formula, charge and spin comes out at 0.0 kcal per mole. As for the HOMO energy: -13.9 eV. Its net charge is +1. Its HOMO-LUMO gap is 8.831 eV. For the largest force on an atom, the calculation gives 3.78 eV Å⁻¹. As for the SMILES: CCOC(=O)[C@H]1C=[N+]=C/C=C\C(Br)=N\1.



# 4
The following is a quantum chemistry calculation of a cluster of 2 separate species, C9H10ClN in total at a distorted geometry, from OMol25.

The geometry in XYZ format:
```
21
Properties=species:S:1:pos:R:3:nbo_charge:R:1
C -0.5494 0.0777 -0.2139 0.0537
C 0.9113 -1.8332 -0.2489 -0.4556
H -3.7306 2.1803 0.4607 0.2072
C -1.4748 -0.4160 0.6625 -0.2283
H 3.4855 -0.8592 0.2360 0.2311
C -0.9199 1.2143 -0.9735 -0.1671
C 2.2611 0.7885 0.1903 0.0846
H 0.1079 -2.4834 -0.3795 0.2069
H -1.3900 -1.3119 1.3053 0.2209
C -2.9434 1.5457 0.2306 -0.1999
C -1.9999 2.0087 -0.7225 -0.2360
N 0.5230 -0.5235 -0.7157 -0.3300
Cl 1.6456 2.3816 0.1732 0.0826
H 1.7305 -2.2797 -0.7395 0.1986
H -3.3911 -0.0246 1.5589 0.2051
C -2.6895 0.3279 0.8743 -0.2039
C 3.3369 0.1353 0.5903 -0.5509
H 1.3719 -1.8694 0.7317 0.1936
H -2.4042 2.8591 -1.3559 0.2217
H 4.2918 0.6720 0.8989 0.2302
H -0.1303 1.4079 -1.8355 0.2356
```

The energy above the lowest of the compared OMol25 structures with the same formula, charge and spin comes out at 111.3 kcal per mole. As for the HOMO energy (alpha / beta): -7.9 / -7.9 eV. Its HOMO-LUMO gap (alpha / beta) is 7.182 / 7.694 eV. For the largest force on an atom, the calculation gives 3.89 eV Å⁻¹.